No. 1
The following is a DFT calculation (the ωB97M-V functional and the def2-TZVPD basis) of a cluster of 2 separate species, C3H7ClN4O4 in total at a distorted geometry.

Summary:
Multiplicity   1
Energy above the lowest of the compared OMol25 structures with the same formula, charge and spin   0.969 eV
Highest occupied orbital energy (spin up / spin down)   -9.2 / -9.2 eV
Gap between HOMO and LUMO (spin up / spin down)   8.965 / 8.967 eV
DFT total energy   -1098.26166 Eh

Cartesian coordinates (Å):
C -4.00 -0.65 0.13
C 3.74 -0.49 1.19
C 0.08 1.02 -1.01
N -1.95 0.27 -0.38
N 1.96 0.26 -0.09
N -0.80 0.58 0.07
N 1.25 0.17 -1.12
O -0.33 0.35 1.21
O 1.36 -0.59 -2.09
O -2.83 -0.03 0.63
O 3.03 -0.51 -0.08
Cl 0.45 2.71 -0.65
H -4.54 -1.11 1.12
H -3.70 -1.33 -0.69
H -4.71 0.06 -0.37
H 3.18 -1.17 2.01
H 3.75 0.55 1.67
H 4.67 -1.02 0.98
H -0.61 0.93 -2.53

No. 2
The following is a DFT calculation (the ωB97M-V functional and the def2-TZVPD basis) of the molecule C5H14N2O at a distorted geometry.

Summary:
Multiplicity   1
SMILES   C[C@H](O)[C@H](C)NCN
Energy above the lowest of the compared OMol25 structures with the same formula, charge and spin   1.859 eV
Highest occupied orbital energy   -8.7 eV
Gap between HOMO and LUMO   9.531 eV
DFT total energy   -383.63238 Eh

Cartesian coordinates (Å):
C -1.55 -1.26 1.09
C -1.18 0.18 1.36
O -2.31 1.03 1.27
C -0.08 0.67 0.38
C -0.70 1.06 -0.94
N 0.88 -0.42 0.20
C 2.15 0.01 -0.33
N 2.63 -0.96 -1.30
H -0.80 -1.95 1.45
H -2.53 -1.48 1.53
H -1.71 -1.44 0.03
H -0.79 0.36 2.36
H -2.77 0.87 0.43
H 0.45 1.51 0.82
H -1.23 0.24 -1.40
H -0.04 1.50 -1.70
H -1.37 1.91 -0.80
H 0.48 -1.13 -0.41
H 2.08 1.02 -0.76
H 2.90 0.08 0.46
H 3.52 -0.74 -1.72
H 1.94 -1.08 -2.03

No. 3
The following is a DFT calculation (the ωB97M-V functional and the def2-TZVPD basis) of a structure of composition C42H39IrN4O6.

Summary:
Multiplicity   5
Highest occupied orbital energy (spin up / spin down)   -7.5 / -8.6 eV
Gap between HOMO and LUMO (spin up / spin down)   7.664 / 7.727 eV
DFT total energy   -2398.64539 Eh

Cartesian coordinates (Å):
Ir -0.31 -0.35 0.04
O 1.21 -0.23 -1.30
C 2.31 -1.10 -1.18
C 3.32 -0.53 -0.19
C 2.89 -0.19 1.22
C 3.91 0.20 2.08
C 3.62 0.61 3.36
C 2.29 0.60 3.76
C 1.32 0.17 2.87
C -0.11 0.16 3.32
C -0.96 1.27 2.66
O -1.16 1.02 1.29
C -0.22 2.59 2.84
C -0.27 3.28 4.05
C 0.47 4.44 4.24
C 1.26 4.93 3.21
C 1.30 4.26 1.99
C 0.57 3.10 1.81
C -2.36 1.33 3.28
C -2.87 0.36 4.14
C -4.18 0.43 4.59
C -5.01 1.46 4.19
C -4.51 2.44 3.33
C -3.20 2.37 2.88
N 1.61 -0.22 1.61
C 1.84 -2.52 -0.85
C 0.94 -3.12 -1.73
C 0.55 -4.44 -1.56
C 1.04 -5.18 -0.49
C 1.90 -4.58 0.42
C 2.30 -3.26 0.23
C 3.04 -1.13 -2.54
C 3.86 -2.19 -2.91
C 4.55 -2.16 -4.12
C 4.43 -1.07 -4.96
C 3.62 0.00 -4.60
C 2.93 -0.03 -3.39
H 3.69 0.40 -0.63
H 4.19 -1.20 -0.13
H 4.94 0.19 1.72
H 4.40 0.93 4.04
H 2.00 0.93 4.75
H -0.13 0.28 4.40
H -0.56 -0.79 3.08
H -0.89 2.90 4.86
H 0.42 4.96 5.18
H 1.82 5.85 3.35
H 1.91 4.65 1.18
H 0.59 2.58 0.87
H -2.25 -0.46 4.48
H -4.56 -0.34 5.26
H -6.03 1.52 4.53
H -5.14 3.25 3.00
H -2.82 3.12 2.20
H 0.56 -2.54 -2.57
H -0.15 -4.89 -2.26
H 0.74 -6.21 -0.36
H 2.28 -5.14 1.26
H 2.99 -2.82 0.95
H 3.95 -3.06 -2.27
H 5.17 -3.00 -4.40
H 4.96 -1.05 -5.91
H 3.52 0.85 -5.25
H 2.28 0.78 -3.11
N -1.08 -2.23 1.30
C -1.65 -3.27 0.45
C -2.16 -2.67 -0.85
O -2.87 -3.36 -1.57
O -1.79 -1.46 -1.10
H -0.39 -2.60 1.94
H -1.81 -1.77 1.84
H -2.46 -3.81 0.92
H -0.86 -3.98 0.19
O -4.03 -1.62 -3.45
C -3.32 -0.80 -4.33
N -4.05 0.43 -4.51
C -3.77 1.67 -4.04
O -4.49 2.63 -4.24
C -2.47 1.86 -3.31
C -1.56 2.79 -3.79
C -0.37 2.98 -3.12
C -0.11 2.22 -1.99
N -1.00 1.36 -1.49
C -2.16 1.19 -2.13
H -3.43 -2.29 -3.09
H -3.20 -1.27 -5.31
H -2.32 -0.57 -3.94
H -4.99 0.34 -4.86
H -1.80 3.36 -4.69
H 0.37 3.69 -3.47
H 0.83 2.30 -1.46
H -2.86 0.50 -1.69

No. 4
The following is a DFT calculation (the ωB97M-V functional and the def2-TZVPD basis) of a structure of composition C36H46CrN2O8STe.

Summary:
Multiplicity   5
Highest occupied orbital energy (spin up / spin down)   -6.8 / -6.8 eV
Gap between HOMO and LUMO (spin up / spin down)   6.597 / 6.590 eV
DFT total energy   -3821.52144 Eh

Cartesian coordinates (Å):
Cr 0.17 -1.02 -0.64
C -1.48 -3.81 -0.80
C -2.56 -2.74 -0.66
O -2.21 -1.78 0.32
C -2.17 -2.24 1.65
C -1.21 -1.35 2.41
O 0.09 -1.38 1.83
C 0.87 -2.50 2.22
C 2.21 -2.35 1.55
O 2.07 -2.13 0.14
C 2.17 -3.26 -0.72
C 0.89 -4.08 -0.73
O -0.21 -3.18 -0.72
H -1.59 -4.32 -1.76
H -1.54 -4.56 0.00
H -3.51 -3.23 -0.43
H -2.66 -2.17 -1.59
H -1.85 -3.29 1.70
H -3.17 -2.18 2.11
H -1.16 -1.64 3.46
H -1.54 -0.32 2.35
H 1.01 -2.51 3.30
H 0.37 -3.43 1.93
H 2.83 -3.23 1.73
H 2.72 -1.46 1.93
H 3.02 -3.89 -0.42
H 2.35 -2.85 -1.71
H 0.80 -4.74 0.14
H 0.86 -4.69 -1.63
C -1.34 1.69 0.51
C -0.18 1.92 -0.41
C 0.19 3.08 -1.06
C 1.41 2.79 -1.73
C 1.71 1.47 -1.47
C 2.88 0.67 -1.94
N 0.74 0.93 -0.65
H -2.01 2.55 0.51
H -1.00 1.55 1.54
H -1.92 0.81 0.21
H -0.34 4.02 -1.03
H 2.01 3.47 -2.32
H 2.74 0.28 -2.95
H 3.06 -0.18 -1.29
H 3.78 1.29 -1.94
Te 3.33 1.46 1.51
C 4.52 1.50 3.27
C 5.61 0.64 3.34
C 6.44 0.64 4.45
C 6.17 1.49 5.51
C 5.08 2.34 5.45
C 4.26 2.35 4.33
C 1.62 2.16 2.53
C 1.12 3.42 2.26
C 0.00 3.89 2.93
C -0.63 3.09 3.88
C -0.13 1.82 4.15
C 0.98 1.35 3.47
H 5.82 -0.04 2.52
H 7.29 -0.03 4.49
H 6.81 1.48 6.39
H 4.87 3.01 6.27
H 3.42 3.03 4.29
H 1.60 4.05 1.52
H -0.39 4.87 2.72
H -1.50 3.45 4.40
H -0.62 1.19 4.89
H 1.37 0.36 3.68
C -5.85 -1.28 -1.11
C -4.95 -0.43 -1.95
C -4.82 -0.63 -3.32
C -4.00 0.18 -4.09
C -3.29 1.20 -3.48
C -3.40 1.42 -2.12
C -4.23 0.61 -1.36
S -2.22 2.25 -4.42
O -2.46 1.95 -5.81
O -2.39 3.57 -3.89
N -0.70 1.80 -4.10
C 0.01 0.80 -4.88
C -0.44 -0.65 -4.64
C -0.11 -1.07 -3.23
O 0.99 -1.61 -2.97
O -0.95 -0.76 -2.32
H -6.34 -2.06 -1.70
H -6.63 -0.68 -0.64
H -5.30 -1.77 -0.30
H -5.39 -1.43 -3.79
H -3.92 0.04 -5.16
H -2.84 2.23 -1.66
H -4.32 0.79 -0.29
H -0.33 2.09 -3.19
H 1.06 0.91 -4.64
H -0.12 1.04 -5.94
H 0.11 -1.29 -5.34
H -1.51 -0.74 -4.82

No. 5
The following is a DFT calculation (the ωB97M-V functional and the def2-TZVPD basis) of a cluster of 2 separate species, C6H11N2O in total at a distorted geometry.

Summary:
Charge   +1
Multiplicity   1
Energy above the lowest of the compared OMol25 structures with the same formula, charge and spin   3.349 eV
Highest occupied orbital energy   -13.1 eV
Gap between HOMO and LUMO   9.047 eV
DFT total energy   -419.63381 Eh

Cartesian coordinates (Å):
C 0.58 -2.43 0.48
C 0.76 -0.36 1.16
C -0.55 1.29 -0.12
C 0.00 -2.41 -0.82
C 0.33 1.93 -1.13
C -1.98 1.67 -0.14
N -0.04 0.53 0.80
N 1.64 -0.51 2.11
O 1.20 -3.07 1.21
H -0.87 -2.90 -1.07
H -0.14 -1.32 -1.12
H 0.66 -2.99 -1.55
H 0.10 3.05 -1.09
H 1.32 1.96 -0.87
H 0.23 1.44 -2.13
H -2.24 1.89 -1.16
H -2.62 0.88 0.06
H -2.09 2.66 0.26
H 1.95 -1.44 2.22
H 1.76 0.13 2.92

No. 6
The following is a DFT calculation (the ωB97M-V functional and the def2-TZVPD basis) of a cluster of 2 separate species, C2H6BrN in total.

Summary:
Multiplicity   1
SMILES   C=C.NBr
Energy above the lowest of the compared OMol25 structures with the same formula, charge and spin   0.852 eV
Highest occupied orbital energy   -9.6 eV
Gap between HOMO and LUMO   9.900 eV
DFT total energy   -2708.50029 Eh

Cartesian coordinates (Å):
C 1.38 0.62 0.18
C 1.60 -0.09 -0.91
H 0.41 0.65 0.66
H 2.16 1.19 0.65
H 0.82 -0.67 -1.38
H 2.57 -0.13 -1.39
N -1.88 -0.18 0.54
Br -2.87 -1.35 1.63
H -1.71 -0.66 -0.33
H -2.48 0.63 0.35